Entry 1:
Computed, not measured: the molecule C6H6O, with wB97M-V/def2-TZVPD.

Geometry (Å):
O -0.458 -0.043 1.626
C 0.286 -0.733 0.655
C -0.585 -0.972 -0.619
C -1.358 0.258 -0.790
C -1.794 1.379 -0.716
C 1.537 -0.018 0.329
C 2.556 0.579 0.097
H -0.819 0.738 1.165
H 0.540 -1.699 1.101
H -1.219 -1.853 -0.472
H 0.027 -1.135 -1.513
H -2.171 2.373 -0.777
H 3.457 1.124 -0.086

Calculated values
Total energy, eV: -8362.5510
SMILES: C#CC[C@H](O)C#C
Largest force on an atom, eV/A: 0.64


Entry 2:
Computed, not measured: a structure of composition C43H49BCsN11O6S2, with wB97M-V/def2-TZVPD.

Geometry (Å):
Cs -1.183 1.016 -0.453
N 2.943 1.261 2.137
C 1.747 0.765 1.783
N 1.763 0.484 0.496
C 3.011 0.833 0.108
N 3.765 1.327 1.070
C 3.444 0.717 -1.296
C 4.722 1.094 -1.704
N 5.102 1.025 -2.974
C 4.195 0.573 -3.837
C 2.922 0.195 -3.435
N 2.541 0.269 -2.166
H 3.187 1.722 3.005
H 0.888 0.594 2.430
H 5.437 1.462 -0.979
H 4.488 0.511 -4.878
H 2.192 -0.171 -4.148
S 3.240 3.738 4.812
C 2.326 4.457 3.632
N 1.019 4.684 3.757
C 0.338 5.383 2.660
C 0.733 4.770 1.335
N 2.197 4.838 1.214
C 2.904 4.973 -0.084
C 2.122 4.793 -1.373
C 1.971 5.904 -2.199
C 1.253 5.825 -3.383
C 0.649 4.635 -3.749
C 0.772 3.522 -2.933
C 1.516 3.597 -1.764
C 2.962 4.885 2.312
S 4.541 5.383 2.279
C 0.373 4.337 5.041
C -1.126 4.237 5.040
C -1.888 5.118 5.801
C -3.271 5.012 5.827
C -3.902 4.026 5.081
C -3.146 3.150 4.316
C -1.766 3.252 4.304
H 0.625 6.441 2.674
H -0.737 5.306 2.790
H 0.289 5.348 0.527
H 0.349 3.758 1.239
H 3.731 4.260 -0.030
H 3.357 5.968 -0.098
H 2.431 6.843 -1.909
H 1.154 6.700 -4.013
H 0.064 4.577 -4.657
H 0.250 2.605 -3.170
H 1.538 2.728 -1.134
H 0.693 5.083 5.777
H 0.807 3.386 5.353
H -1.391 5.891 6.378
H -3.855 5.701 6.426
H -4.982 3.943 5.093
H -3.617 2.387 3.712
H -1.194 2.571 3.693
N 0.560 -2.501 -0.378
H 0.250 -2.548 0.589
H -0.259 -2.684 -0.959
H 0.828 -1.534 -0.531
C -3.834 -0.619 -2.619
C -4.642 -0.449 -1.371
C -5.897 -1.280 -1.250
O -4.302 0.296 -0.474
H -4.431 -0.902 -3.486
H -3.131 -1.449 -2.469
H -3.269 0.290 -2.818
H -5.661 -2.328 -1.445
H -6.611 -0.967 -2.016
H -6.332 -1.165 -0.260
C -3.982 4.075 -1.983
C -2.584 3.571 -1.619
O -2.084 3.982 -0.539
O -2.055 2.738 -2.393
H -4.212 3.852 -3.023
H -4.068 5.145 -1.790
H -4.705 3.559 -1.349
C -4.092 -6.570 5.307
C -2.762 -5.911 5.699
C -1.628 -6.776 5.147
C -2.642 -5.894 7.230
C -2.715 -4.479 5.160
C -3.693 -3.567 5.561
C -3.719 -2.249 5.103
C -2.733 -1.856 4.225
O -2.529 -0.657 3.630
B -1.355 -0.751 2.779
O -0.904 -2.126 2.964
C -1.751 -2.749 3.820
C -1.721 -4.053 4.269
H -4.132 -7.600 5.675
H -4.203 -6.586 4.221
H -4.942 -6.027 5.721
H -1.705 -7.785 5.558
H -0.650 -6.375 5.419
H -1.675 -6.850 4.059
H -2.685 -6.913 7.629
H -3.448 -5.316 7.684
H -1.696 -5.443 7.533
H -4.468 -3.885 6.249
H -4.490 -1.557 5.420
H -0.940 -4.713 3.918
N 0.667 -2.932 -3.536
C -0.695 -2.838 -3.684
O -1.421 -2.935 -2.684
C -1.185 -2.638 -5.025
C -0.280 -2.475 -6.090
N 0.522 -2.329 -6.916
C -2.569 -2.637 -5.293
N -3.703 -2.630 -5.526
H 1.287 -2.787 -4.312
H 1.032 -2.974 -2.596

Calculated values
Total energy, eV: -96962.8768
Charge: -2
Largest force on an atom, eV/A: 0.70


Entry 3:
Computed, not measured: a structure of composition C22H39O11Y in a non-equilibrium geometry, with wB97M-V/def2-TZVPD.

Geometry (Å):
Y -39.410 4.521 16.101
C -39.093 8.971 16.507
C -40.145 7.855 16.334
O -39.775 6.745 15.627
H -39.534 9.768 17.112
H -38.864 9.383 15.518
H -38.126 8.690 16.935
H -40.486 7.564 17.346
H -40.984 8.405 15.871
C -39.095 0.735 14.456
C -38.290 1.139 15.709
O -38.516 2.375 16.207
H -39.063 -0.330 14.228
H -38.704 1.232 13.548
H -40.102 1.158 14.452
H -37.258 0.764 15.555
H -38.593 0.360 16.443
C -43.448 3.344 17.848
C -42.301 4.097 18.494
O -41.284 4.317 17.580
H -43.958 3.862 17.030
H -44.219 3.044 18.569
H -43.047 2.424 17.414
H -41.917 3.417 19.275
H -42.594 5.036 18.982
O -38.605 5.273 18.178
C -38.370 5.817 19.199
O -37.192 6.488 19.365
C -37.123 7.096 20.646
C -38.261 6.472 21.422
C -39.307 6.149 20.355
H -37.332 8.172 20.611
H -36.133 6.906 21.054
H -38.660 7.082 22.232
H -37.918 5.520 21.841
H -39.858 7.037 20.039
H -39.991 5.343 20.595
O -38.488 4.391 13.912
C -38.527 4.473 12.716
O -39.522 5.084 12.075
C -39.220 5.236 10.675
C -37.757 4.769 10.546
C -37.544 3.858 11.726
H -39.335 6.258 10.328
H -39.852 4.554 10.105
H -37.090 5.627 10.501
H -37.663 4.215 9.607
H -36.505 3.892 12.040
H -37.885 2.823 11.653
O -41.061 3.721 14.592
C -42.054 3.310 14.034
O -42.541 3.925 12.976
C -43.632 3.182 12.393
C -44.070 2.251 13.522
C -42.843 2.032 14.354
H -43.186 2.676 11.530
H -44.460 3.791 12.043
H -44.642 1.402 13.153
H -44.768 2.886 14.084
H -42.245 1.246 13.876
H -43.066 1.744 15.373
O -36.897 4.912 16.000
C -35.778 4.602 15.731
O -34.768 5.462 15.940
C -33.508 4.859 15.565
C -33.907 3.788 14.548
C -35.232 3.332 15.122
H -32.904 4.551 16.419
H -32.958 5.706 15.150
H -33.170 2.996 14.431
H -34.002 4.282 13.580
H -35.119 2.539 15.858
H -35.975 3.034 14.380

Calculated values
Total energy, eV: -47014.9693
Largest force on an atom, eV/A: 2.29


Computed ΔE to the lowest compared entry with this formula, charge and spin (kJ/mol) in order:
381.6, 75.4, 23.2
Computed orbital gap (eV) in order:
11.220, 5.147, 7.158